No. 1
{"formula": "C37H44Cl2F3N6Ni2O4", "method": "wB97M-V/def2-TZVPD", "species": ["Ni", "Ni", "C", "O", "O", "C", "F", "F", "F", "C", "C", "H", "H", "H", "H", "H", "H", "O", "H", "C", "C", "O", "H", "H", "H", "H", "H", "N", "C", "C", "C", "C", "C", "H", "H", "H", "H", "H", "N", "C", "C", "C", "C", "C", "H", "H", "H", "H", "H", "N", "C", "C", "C", "C", "C", "H", "H", "H", "H", "H", "N", "C", "C", "C", "C", "C", "H", "H", "H", "H", "H", "N", "C", "C", "C", "C", "C", "H", "H", "H", "H", "H", "N", "C", "C", "C", "C", "C", "H", "H", "H", "H", "H", "C", "Cl", "Cl", "H", "H"], "coordinates": [[1.001, -1.245, 1.437], [-1.663, -2.484, -0.080], [2.642, -3.630, 2.344], [2.441, -3.446, 0.953], [2.285, -2.258, 2.780], [2.025, -4.965, 2.821], [0.781, -4.808, 2.729], [2.396, -6.007, 2.117], [2.332, -5.162, 4.124], [3.319, -4.074, -0.041], [3.237, -3.408, -1.414], [2.157, -3.417, -1.558], [3.515, -2.356, -1.350], [3.738, -3.993, -2.185], [2.850, -5.044, -0.202], [4.376, -3.889, 0.152], [3.723, -3.771, 2.374], [-0.498, -2.678, 1.593], [-0.613, -3.193, 2.415], [0.661, 0.909, -2.054], [0.570, -0.614, -1.728], [0.110, -0.955, -0.470], [-0.297, 1.414, -1.933], [0.845, 1.033, -3.121], [1.397, 1.317, -1.361], [1.545, -1.079, -1.870], [-0.126, -1.009, -2.468], [0.068, 0.258, 2.514], [-0.062, 0.262, 3.895], [-0.676, 1.266, 4.582], [-1.231, 2.407, 3.963], [-1.170, 2.433, 2.563], [-0.529, 1.369, 1.830], [0.372, -0.629, 4.324], [-0.690, 1.199, 5.660], [-1.671, 3.153, 4.608], [-1.555, 3.272, 2.001], [-0.428, 1.368, 0.755], [-2.809, -0.870, 0.869], [-3.264, -1.087, 2.119], [-3.987, -0.067, 2.788], [-4.321, 1.117, 2.145], [-3.977, 1.266, 0.847], [-3.160, 0.286, 0.289], [-3.082, -2.055, 2.561], [-4.534, -0.235, 3.704], [-5.053, 1.808, 2.535], [-4.224, 2.211, 0.387], [-2.602, 0.494, -0.611], [1.382, 3.765, 0.531], [1.223, 4.385, 1.740], [0.594, 5.638, 1.835], [-0.014, 6.231, 0.737], [0.167, 5.601, -0.479], [0.846, 4.384, -0.571], [1.554, 3.782, 2.573], [0.549, 6.170, 2.773], [-0.379, 7.246, 0.688], [-0.128, 6.049, -1.416], [0.892, 3.910, -1.541], [-5.689, 2.847, -3.354], [-5.579, 3.659, -2.296], [-4.315, 3.884, -1.729], [-3.124, 3.316, -2.245], [-3.273, 2.414, -3.282], [-4.636, 2.213, -3.810], [-6.482, 4.086, -1.886], [-4.387, 4.483, -0.834], [-2.134, 3.450, -1.835], [-2.455, 1.855, -3.711], [-4.836, 1.428, -4.524], [2.702, 0.441, 1.329], [3.440, 0.843, 0.184], [4.400, 1.864, 0.199], [4.662, 2.538, 1.436], [4.083, 2.087, 2.566], [3.081, 1.096, 2.467], [3.148, 0.410, -0.761], [4.861, 2.221, -0.709], [5.365, 3.355, 1.511], [4.370, 2.553, 3.497], [2.626, 0.710, 3.367], [-0.766, -4.306, -1.039], [-0.533, -4.455, -2.381], [0.271, -5.446, -2.894], [0.937, -6.351, -2.128], [0.668, -6.230, -0.782], [-0.234, -5.329, -0.309], [-0.784, -3.593, -2.981], [0.341, -5.531, -3.968], [1.516, -7.043, -2.722], [1.169, -6.836, -0.042], [-0.473, -5.308, 0.744], [-0.164, 0.141, -6.372], [0.680, 0.147, -7.931], [-1.375, 1.321, -6.217], [-0.590, -0.820, -6.086], [0.661, 0.306, -5.678]], "forces_ev_per_a": [[0.9, -0.9, 0.2], [2.9, 1.0, 1.5], [1.9, 4.1, -1.4], [-0.2, -0.6, -2.8], [-0.5, -3.2, 0.5], [2.7, 3.4, 1.5], [-5.1, -0.7, 0.0], [0.6, -1.1, -0.6], [0.2, -0.5, -0.2], [-0.6, 0.8, -0.1], [-2.1, 0.4, 1.1], [-0.2, 0.2, -0.9], [0.4, -0.1, -0.3], [0.1, 0.2, 0.2], [1.3, -0.6, 0.4], [0.1, -1.2, 1.3], [0.4, 0.1, 1.0], [-1.0, 0.0, -0.5], [0.1, 0.5, -0.9], [-0.4, -1.1, 0.6], [-0.3, 0.6, -0.5], [-1.6, -0.7, 1.4], [-0.2, -0.1, 0.5], [0.7, 0.1, 0.1], [0.0, 0.6, -0.5], [0.3, 0.0, -0.4], [0.0, -0.4, -0.4], [-2.4, 3.2, 0.0], [0.5, -0.6, -3.1], [-0.4, 1.1, 0.7], [0.8, -1.8, -0.8], [0.9, -1.2, -0.4], [0.8, -1.3, 3.5], [0.1, 0.0, 0.4], [-0.1, 0.0, 0.1], [-0.1, 0.3, -0.4], [-0.1, 0.0, -0.1], [0.1, 0.0, 0.0], [-0.4, -0.6, 0.2], [-0.8, 1.5, 0.3], [-0.3, -1.0, -0.3], [-1.1, -1.0, 0.4], [1.3, 0.1, -0.7], [0.9, 0.5, -0.6], [0.1, 0.1, 0.1], [0.6, -0.4, 0.4], [0.3, 0.1, 0.6], [0.1, -0.3, -0.7], [-0.4, -0.1, -0.5], [-1.1, 0.9, -0.3], [-0.5, 0.1, -2.4], [-0.3, -0.2, 0.7], [1.5, -0.1, -0.7], [0.3, -0.7, -0.7], [0.1, 0.1, 2.2], [0.3, 0.4, 0.3], [0.0, -0.2, 0.3], [-0.4, 0.0, 0.6], [-0.4, 0.1, 0.0], [0.5, -0.3, 0.0], [-0.9, -0.2, 0.0], [2.2, -0.6, -0.5], [-0.7, 0.2, 0.2], [-1.3, -0.5, -0.2], [-2.6, 0.0, -0.8], [2.4, 0.2, 1.3], [0.0, 0.1, 0.0], [0.7, 0.3, 0.1], [-0.1, 0.4, 0.3], [0.1, 0.1, 0.0], [0.2, 0.1, -0.4], [2.4, 1.9, -1.0], [-0.7, 0.6, 2.0], [-0.9, 0.1, 1.4], [0.6, -0.7, -2.2], [-1.3, -0.6, 0.3], [0.1, -1.2, -0.8], [0.1, -0.4, 0.1], [0.0, -0.2, -0.1], [0.1, 0.0, -0.3], [-0.3, -0.2, 0.3], [-0.2, 0.1, 0.1], [0.0, -1.2, -1.1], [0.4, 1.5, 1.7], [-0.9, 0.4, -1.7], [-0.6, 0.4, -0.3], [1.0, -1.6, 0.5], [-0.8, 2.2, 0.7], [-0.5, -0.2, -0.3], [0.1, 0.3, -0.1], [0.5, -0.4, 0.9], [-0.1, -0.3, 0.0], [0.1, 0.1, 0.0], [1.7, -1.2, 0.6], [-0.4, -0.3, -0.2], [-1.0, 1.2, 0.0], [0.1, -0.1, -0.7], [-0.3, 0.3, 0.2]], "orbital_gap_ev": [7.51, 6.45], "largest_force_ev_per_a": 5.1, "molar_mass_g_mol": 882.1, "charge": 1, "e_tot_ev": -171487.8107, "multiplicity": 5, "e_lumo_ev": [-2.9, -3.9]}


No. 2
{"formula": "C3H13N2", "method": "wB97M-V/def2-TZVPD", "species": ["C", "C", "N", "H", "H", "H", "H", "H", "H", "H", "H", "C", "N", "H", "H", "H", "H", "H"], "coordinates": [[-0.735, -0.743, 1.557], [-0.623, -1.106, 0.093], [-1.258, -2.465, -0.147], [-0.355, 0.267, 1.698], [-1.786, -0.724, 1.873], [-0.161, -1.428, 2.181], [-1.137, -0.399, -0.550], [0.410, -1.177, -0.249], [-0.839, -3.155, 0.478], [-1.130, -2.791, -1.106], [-2.257, -2.432, 0.064], [1.093, 1.868, -1.292], [1.524, 2.660, -0.144], [1.761, 1.038, -1.545], [1.030, 2.520, -2.158], [0.085, 1.500, -1.121], [1.740, 2.064, 0.646], [2.384, 3.139, -0.374]], "forces_ev_per_a": [[-0.3, 0.1, -0.1], [0.1, 0.1, 0.0], [0.1, 0.1, 0.1], [0.1, 0.0, 0.0], [0.2, -0.1, 0.0], [0.0, 0.0, 0.1], [-0.1, 0.0, -0.1], [-0.1, -0.1, 0.1], [0.0, -0.1, 0.0], [-0.1, 0.0, 0.0], [0.0, 0.0, -0.1], [0.2, 0.2, 0.1], [0.0, -0.1, 0.0], [0.0, -0.1, -0.1], [0.0, 0.0, -0.1], [-0.1, -0.1, 0.0], [0.0, 0.0, 0.0], [0.0, 0.1, 0.1]], "orbital_gap_ev": 8.21, "de_lowest_ev": 1.490, "largest_force_ev_per_a": 0.3, "molar_mass_g_mol": 77.2, "charge": 1, "e_tot_ev": -6295.1271, "e_lumo_ev": -3.9}